183
Properties=species:S:1:pos:R:3:mulliken_charge:R:1 method="wB97M-V/def2-TZVPD" homo_energy_ev=-13.3542 gap_ev=5.4 largest_force_ev_per_a=4.5 lumo_ev=-7.969 total_charge=+6
C -8.166 -8.159 -0.255 -0.7654
O -9.072 -9.186 -0.443 -0.3225
C -8.370 -10.332 -1.097 -0.6433
C -9.264 -11.558 -1.085 -0.5288
N -10.361 -11.303 -2.089 -0.1549
H -9.942 -10.740 -2.815 0.3290
H -10.628 -12.142 -2.585 0.3841
C -11.618 -10.729 -1.456 -0.5817
C -12.727 -10.560 -2.530 -0.5993
O -12.233 -10.206 -3.792 -0.3337
C -13.247 -9.884 -4.721 -0.8004
H -7.950 -7.667 -1.203 0.3279
H -7.391 -8.539 0.410 0.3104
H -8.625 -7.304 0.242 0.2588
H -7.431 -10.485 -0.564 0.5021
H -8.200 -9.941 -2.100 0.3865
H -9.775 -11.686 -0.130 0.3054
H -8.691 -12.429 -1.404 0.3905
H -11.158 -9.767 -1.227 0.4242
H -11.991 -11.313 -0.615 0.3547
H -13.409 -9.805 -2.138 0.4204
H -13.293 -11.467 -2.745 0.4192
H -12.778 -9.189 -5.417 0.2744
H -14.138 -9.354 -4.384 0.3323
H -13.477 -10.713 -5.391 0.3100
C -8.419 6.573 -12.115 -0.7329
O -9.241 6.435 -10.964 -0.3100
C -9.943 5.184 -10.919 -0.4630
C -10.944 5.278 -9.696 -0.7607
N -10.269 5.124 -8.316 -0.1417
H -10.932 5.184 -7.556 0.3730
H -9.658 4.331 -8.187 0.4276
C -9.398 6.294 -7.852 -0.7390
C -8.322 5.658 -6.927 -0.3920
O -7.783 4.445 -7.442 -0.3705
C -6.646 4.147 -6.638 -0.7881
H -7.461 6.058 -12.045 0.2915
H -8.113 7.608 -12.270 0.2547
H -9.064 6.292 -12.947 0.3305
H -9.310 4.298 -10.967 0.3739
H -10.541 5.222 -11.830 0.4707
H -11.608 4.415 -9.749 0.4071
H -11.627 6.127 -9.663 0.3568
H -10.042 7.092 -7.481 0.4653
H -8.919 6.748 -8.720 0.2601
H -8.853 5.533 -5.984 0.3298
H -7.571 6.440 -6.806 0.4241
H -5.916 4.943 -6.493 0.3380
H -6.163 3.465 -7.338 0.2858
H -6.794 3.591 -5.712 0.3089
C -7.843 -8.657 6.945 -0.7485
O -7.835 -7.825 8.066 -0.3861
C -6.952 -8.056 9.116 -0.4659
C -6.802 -6.851 10.023 -0.6257
N -6.774 -5.546 9.260 -0.1936
H -7.708 -5.219 9.060 0.3823
H -6.540 -4.902 10.003 0.3978
C -5.738 -5.309 8.161 -0.3045
C -4.413 -5.185 8.911 -0.7313
O -3.980 -6.485 9.409 -0.3133
C -3.081 -7.170 8.463 -0.6889
H -8.289 -9.627 7.166 0.3376
H -6.872 -8.795 6.469 0.3009
H -8.647 -8.272 6.318 0.2708
H -6.011 -8.383 8.674 0.2560
H -7.212 -8.947 9.688 0.4812
H -5.945 -6.759 10.691 0.4045
H -7.730 -7.059 10.555 0.3780
H -5.994 -4.305 7.822 0.4201
H -5.705 -6.095 7.407 0.1895
H -4.381 -4.494 9.754 0.3650
H -3.595 -4.796 8.305 0.4158
H -2.406 -6.443 8.011 0.3157
H -3.656 -7.671 7.684 0.2576
H -2.570 -8.037 8.883 0.2852
C 6.568 0.822 -0.549 -0.8669
O 7.494 0.004 -1.404 -0.3430
C 8.599 -0.709 -0.845 -0.4978
C 9.476 0.186 0.052 -0.6421
N 9.913 1.377 -0.849 -0.1152
H 9.126 1.641 -1.424 0.3827
H 10.141 2.127 -0.211 0.3945
C 11.207 1.101 -1.602 -0.6271
C 11.652 2.308 -2.474 -0.7081
O 11.701 3.339 -1.449 -0.3435
C 12.053 4.568 -2.023 -0.7513
H 7.117 1.596 -0.013 0.2791
H 6.113 0.413 0.353 0.3877
H 6.087 1.531 -1.224 0.3735
H 9.147 -1.064 -1.717 0.4169
H 8.267 -1.502 -0.175 0.3437
H 10.385 -0.348 0.329 0.3894
H 8.954 0.449 0.972 0.4005
H 10.812 0.371 -2.309 0.3741
H 12.041 0.812 -0.962 0.4096
H 10.971 2.526 -3.297 0.3867
H 12.706 2.275 -2.750 0.4775
H 13.008 4.596 -2.548 0.3032
H 12.167 5.305 -1.228 0.2560
H 11.203 4.868 -2.637 0.3196
C 5.147 -0.932 8.974 -0.9500
O 4.755 0.264 8.330 -0.2219
C 5.852 1.137 8.306 -0.3888
C 5.269 2.570 7.932 -0.9019
N 4.084 3.103 8.777 -0.1698
H 4.308 2.900 9.741 0.3837
H 3.931 4.091 8.632 0.3716
C 2.717 2.369 8.421 -0.5480
C 1.890 2.196 9.715 -0.5931
O 2.661 1.654 10.781 -0.3148
C 1.874 1.245 11.903 -0.7831
H 5.627 -0.802 9.944 0.3864
H 5.829 -1.553 8.393 0.3224
H 4.241 -1.311 9.448 0.3394
H 6.659 0.934 7.601 0.3746
H 6.227 1.538 9.248 0.3718
H 4.862 2.674 6.926 0.4166
H 6.029 3.318 8.160 0.4399
H 2.932 1.435 7.902 0.3033
H 2.144 2.990 7.732 0.4099
H 1.039 1.567 9.454 0.4219
H 1.383 3.101 10.048 0.4220
H 1.029 0.599 11.664 0.3114
H 1.404 2.155 12.278 0.3422
H 2.510 0.837 12.688 0.2545
C 9.383 -3.877 -6.706 -0.7318
O 8.928 -2.599 -6.985 -0.2746
C 9.334 -2.062 -8.244 -0.5249
C 8.376 -1.006 -8.759 -0.8021
N 6.904 -1.386 -9.050 -0.0643
H 6.425 -0.513 -8.883 0.3693
H 6.912 -1.718 -10.004 0.4536
C 6.153 -2.461 -8.183 -0.5975
C 4.770 -2.663 -8.686 -0.5357
O 3.972 -1.478 -8.424 -0.3532
C 3.673 -1.116 -7.090 -0.6538
H 10.219 -4.259 -7.293 0.3576
H 8.499 -4.512 -6.642 0.2510
H 9.858 -3.794 -5.729 0.2549
H 9.672 -2.731 -9.035 0.4280
H 10.235 -1.466 -8.097 0.3783
H 8.663 -0.544 -9.704 0.4708
H 8.490 -0.144 -8.102 0.3197
H 6.145 -2.148 -7.139 0.4012
H 6.586 -3.457 -8.093 0.2768
H 4.407 -3.528 -8.131 0.3820
H 4.792 -2.852 -9.759 0.3550
H 4.577 -0.859 -6.538 0.2805
H 2.975 -1.834 -6.661 0.3077
H 3.150 -0.162 -7.151 0.2519
C 7.020 14.540 1.624 -0.6666
O 7.742 13.266 1.566 -0.3822
C 7.136 12.051 1.356 -0.4978
C 6.493 11.758 2.697 -0.6020
N 5.395 10.730 2.582 -0.1010
H 4.933 10.612 3.472 0.3838
H 4.717 11.130 1.950 0.4090
C 5.864 9.311 2.120 -0.6128
C 4.663 8.507 1.520 -0.6125
O 3.507 8.429 2.400 -0.3571
C 2.334 8.113 1.784 -0.6941
H 7.381 15.259 2.360 0.2850
H 5.980 14.389 1.915 0.2769
H 7.027 15.059 0.666 0.2925
H 7.962 11.376 1.135 0.3224
H 6.521 12.112 0.458 0.4114
H 5.955 12.649 3.018 0.4890
H 7.273 11.434 3.387 0.1673
H 6.244 8.859 3.036 0.3789
H 6.713 9.433 1.449 0.3754
H 4.866 7.463 1.277 0.4748
H 4.510 8.932 0.528 0.4117
H 1.946 9.090 1.497 0.2863
H 1.546 7.741 2.439 0.2437
H 2.474 7.391 0.979 0.3180
C -1.788 -0.783 0.154 0.5939
F -2.778 -1.299 -0.643 -0.2420
F -0.847 -1.699 0.403 -0.2138
F -1.296 0.252 -0.478 -0.2186
S -2.411 -0.260 1.890 1.0752
O -3.498 0.694 1.796 -0.6274
O -2.638 -1.548 2.548 -0.6640
O -1.202 0.368 2.501 -0.7033